No. 1
Computed, not measured: a single C4H9NOS molecule, with ωB97M-V with the def2-TZVPD basis set.

```
! wB97M-V def2-TZVPD RIJCOSX def2/J DEFGRID3
* xyz 0 1
C -1.040 1.929 -0.542
C -0.900 -0.355 0.124
C -0.962 -1.742 -0.491
C 2.872 -0.152 0.793
H -0.159 2.280 -0.034
H -1.106 2.530 -1.453
H -1.853 2.081 0.196
H -1.782 -0.238 0.812
H -0.104 -1.979 -1.135
H -1.043 -2.438 0.320
H -1.882 -1.853 -1.115
H 3.789 -0.352 0.205
H 2.928 0.053 1.880
N 1.764 -0.281 0.186
O -0.930 0.597 -0.937
S 0.409 -0.080 1.190
*
```

Computed properties:
Frontier orbital gap in eV: 9.64
SMILES: C=NS[C@H](C)OC
HOMO level in eV: -8.79
E in eV: -18665.06743

---

No. 2
Computed, not measured: 8 unconnected molecules or ions with the total composition C30H70ClN3O12S8, with ωB97M-V with the def2-TZVPD basis set.

```
! wB97M-V def2-TZVPD RIJCOSX def2/J DEFGRID3
* xyz 0 1
C 0.933 -3.387 -0.239
C -0.551 -3.247 -0.021
O -1.211 -4.117 0.478
O -1.077 -2.051 -0.413
C -1.536 -1.264 0.709
C -2.156 0.021 0.183
O -1.200 0.628 -0.659
C -0.576 1.804 -0.155
C 0.079 1.671 1.221
C 0.452 2.317 -1.197
C 0.938 1.223 -2.171
C 2.474 1.257 -2.406
C 2.919 -0.129 -2.888
O 2.072 -0.570 -3.969
C -3.457 -0.251 -0.683
N -3.969 -1.551 -0.358
N -4.438 0.711 -0.234
C -4.210 1.965 -0.345
C -4.393 2.837 0.873
C -3.856 2.717 -1.600
O -3.011 -0.110 -2.059
C -3.723 -0.659 -3.066
Cl -5.511 -0.530 -2.988
N -3.383 -2.113 -3.263
C -2.645 -2.364 -4.183
S -1.876 -2.628 -5.529
H 1.306 -2.660 -0.961
H 1.477 -3.209 0.691
H 1.170 -4.380 -0.612
H -0.644 -0.990 1.284
H -2.183 -1.821 1.383
H -2.409 0.622 1.055
H -1.341 2.592 -0.097
H 0.717 0.791 1.317
H -0.707 1.662 1.983
H 0.660 2.565 1.439
H 1.321 2.678 -0.645
H 0.051 3.172 -1.742
H 0.694 0.215 -1.844
H 0.490 1.428 -3.143
H 2.756 2.033 -3.117
H 2.910 1.421 -1.418
H 2.757 -0.823 -2.060
H 3.951 -0.140 -3.226
H 1.530 -1.299 -3.666
H -4.973 -1.585 -0.439
H -3.510 -2.299 -0.858
H -3.435 3.284 1.153
H -5.068 3.668 0.643
H -4.776 2.260 1.712
H -3.059 2.274 -2.195
H -4.779 2.782 -2.186
H -3.582 3.741 -1.353
H -3.439 -0.133 -3.975
C 0.175 4.617 5.320
S -0.136 4.965 3.584
O 0.806 4.122 2.795
C 0.529 6.632 3.604
H -0.135 3.593 5.517
H 1.239 4.726 5.532
H -0.409 5.302 5.935
H 1.569 6.605 3.933
H -0.068 7.253 4.270
H 0.469 7.030 2.595
C -2.468 7.113 -3.197
S -1.756 5.500 -2.844
O -1.982 5.234 -1.399
C -0.043 6.014 -3.016
H -3.549 7.031 -3.103
H -2.091 7.843 -2.481
H -2.212 7.408 -4.215
H 0.170 6.818 -2.311
H 0.135 6.345 -4.039
H 0.588 5.155 -2.796
C 0.614 -6.387 1.868
S 1.938 -7.102 2.849
O 3.196 -6.403 2.466
C 1.939 -8.699 2.033
H 0.468 -5.359 2.190
H 0.886 -6.402 0.813
H -0.306 -6.950 2.029
H 2.126 -8.560 0.967
H 0.980 -9.187 2.198
H 2.732 -9.299 2.473
C 0.503 -5.234 -5.115
S 0.238 -5.577 -3.372
O 1.356 -6.443 -2.915
C -1.196 -6.636 -3.604
H 1.389 -4.608 -5.202
H 0.658 -6.169 -5.653
H -0.360 -4.700 -5.514
H -0.929 -7.478 -4.242
H -2.004 -6.057 -4.052
H -1.506 -6.998 -2.626
C 0.048 -9.600 7.633
S -0.336 -8.952 6.001
O 0.510 -9.686 5.021
C 0.421 -7.344 6.265
H -0.307 -10.627 7.679
H 1.126 -9.577 7.792
H -0.463 -9.003 8.388
H 1.474 -7.466 6.518
H -0.104 -6.824 7.068
H 0.336 -6.771 5.345
C 7.621 -1.056 -1.914
S 6.556 -0.591 -0.543
O 5.382 0.112 -1.122
C 7.648 0.671 0.125
H 7.103 -1.815 -2.497
H 7.817 -0.184 -2.539
H 8.553 -1.466 -1.527
H 7.843 1.428 -0.635
H 8.580 0.208 0.452
H 7.149 1.126 0.978
C -2.677 10.011 0.576
S -2.023 8.351 0.799
O -1.969 8.097 2.264
C -0.349 8.732 0.266
H -3.717 10.006 0.896
H -2.110 10.717 1.184
H -2.620 10.285 -0.478
H 0.067 9.522 0.892
H -0.362 9.044 -0.779
H 0.248 7.827 0.368
*
```

Computed properties:
Frontier orbital gap in eV: 8.37
HOMO level in eV: -8.19
E in eV: -160481.83854

---

No. 3
Computed, not measured: 3 unconnected molecules or ions with the total composition C5H13NO2, with ωB97M-V with the def2-TZVPD basis set.

```
! wB97M-V def2-TZVPD RIJCOSX def2/J DEFGRID3
* xyz 0 1
C -0.285 1.544 -1.079
C 0.671 2.436 -1.458
N 1.826 0.446 0.049
O 2.345 0.183 1.370
O -0.982 1.714 0.064
H 1.710 0.617 1.954
H -1.245 0.848 0.419
H 2.425 -0.126 -0.550
H -0.429 0.604 -1.599
H 0.992 2.428 -2.488
H 1.875 1.510 -0.443
H 0.617 3.436 -1.052
C -0.576 -2.356 -0.284
C -0.771 -1.554 0.960
C -1.922 -1.013 1.342
H 0.113 -1.440 1.576
H 0.233 -1.930 -0.879
H -0.280 -3.375 -0.030
H -1.483 -2.395 -0.885
H -2.017 -0.469 2.270
H -2.819 -1.107 0.744
*
```

Computed properties:
Frontier orbital gap in eV: 9.57
SMILES: C=CC.C=CO.NO
HOMO level in eV: -8.65
E in eV: -10976.61374

---

No. 4
Computed, not measured: a molecular structure, C15H17ClN2O3, with ωB97M-V with the def2-TZVPD basis set.

```
! wB97M-V def2-TZVPD RIJCOSX def2/J DEFGRID3
* xyz 0 1
C 4.881 -3.513 -1.962
H 5.358 -3.591 -0.994
H 5.321 -2.533 -2.531
H 4.995 -4.336 -2.617
O 3.796 -2.961 -1.799
C 2.875 -4.031 -1.137
O 3.257 -5.191 -0.640
C 1.475 -3.405 -1.144
C 1.031 -2.308 -1.669
C -0.431 -1.865 -1.460
O -1.429 -2.466 -2.366
N -0.703 -0.928 -0.793
C 0.432 -0.128 0.250
C 0.173 1.248 -0.272
N -0.966 1.932 -0.202
C -1.462 2.326 1.097
C -0.606 2.423 2.363
C -1.085 3.031 3.399
C -2.377 3.953 3.309
C -3.124 3.767 2.228
C -2.575 3.231 0.996
H -3.344 3.095 0.145
H -4.075 4.391 2.150
H -2.684 4.190 4.288
Cl -0.120 3.199 4.507
H 0.186 1.944 2.284
C -1.863 1.149 -0.834
C -2.176 -0.294 -0.657
H -2.691 -1.042 -1.176
H -2.450 -0.446 0.558
H -3.054 1.614 -0.966
H -1.581 1.275 -2.074
H 0.506 1.321 -1.300
H 1.106 1.827 0.397
H 0.022 -0.325 1.266
H 1.043 -0.672 -0.042
H 1.705 -1.576 -2.255
H 0.632 -4.305 -0.347
*
```

Computed properties:
Frontier orbital gap in eV: 8.33
HOMO level in eV: -8.68
E in eV: -37459.28097

---

No. 5
Computed, not measured: a single C12H16OSe molecule, with ωB97M-V with the def2-TZVPD basis set.

```
! wB97M-V def2-TZVPD RIJCOSX def2/J DEFGRID3
* xyz 0 1
C 2.800 2.308 0.064
C 2.743 1.292 -0.803
C 1.519 2.756 0.624
C 1.558 0.489 -1.077
C 0.342 2.212 0.251
C 0.297 1.134 -0.707
C 1.797 -0.929 -0.462
C 1.196 -0.971 0.940
C -2.062 -1.593 -1.747
C -2.340 0.605 1.675
C -0.014 -1.577 1.102
C -0.861 0.388 -0.829
O -0.892 -0.758 -1.562
Se -2.555 1.132 -0.206
H 3.814 2.799 0.406
H 3.672 0.764 -1.243
H 1.534 3.554 1.319
H 1.664 0.248 -2.150
H -0.605 2.555 0.725
H 2.911 -1.163 -0.337
H 1.358 -1.774 -1.131
H 1.739 -0.376 1.725
H -1.627 -2.657 -2.056
H -2.585 -1.108 -2.528
H -2.794 -1.815 -0.878
H -1.325 0.469 1.616
H -2.642 1.557 2.292
H -2.984 -0.317 1.971
H -0.404 -2.178 0.342
H -0.563 -1.767 2.051
*
```

Computed properties:
Frontier orbital gap in eV: 7.68
SMILES: C=CC[C@@H]1C=CC=C/C1=C(/OC)[Se]C
HOMO level in eV: -7.23
E in eV: -80092.56714

---

No. 6
Computed, not measured: a single C3H3NO2 molecule, with ωB97M-V with the def2-TZVPD basis set.

```
! wB97M-V def2-TZVPD RIJCOSX def2/J DEFGRID3
* xyz 0 1
O -0.302 -1.938 0.654
C 0.039 -0.634 0.668
N -0.181 0.248 1.595
O -0.124 1.459 0.894
C 0.097 1.228 -0.404
C 0.297 -0.080 -0.622
H -0.647 -1.758 -0.263
H 0.080 2.078 -1.064
H 0.741 -0.604 -1.458
*
```

Computed properties:
Frontier orbital gap in eV: 10.93
SMILES: Oc1ccon1
HOMO level in eV: -10.22
E in eV: -8741.79237